Entry 1:
DFT (the ωB97M-V functional and the def2-TZVPD basis) results for a 3-piece molecular cluster, C14H34N2O10S3 overall at a distorted geometry.

Positions of all 63 atoms, in Å:
S -4.34 1.43 3.41
S 5.04 -0.77 -0.27
S -1.96 2.24 -0.96
O -2.30 1.58 0.29
O 2.78 -3.95 -1.89
O -4.56 0.21 4.47
O -1.60 1.50 -2.14
O 3.81 0.04 0.60
O 4.85 -2.33 -0.20
O -4.61 2.68 4.09
O 6.57 -0.52 0.47
O -3.15 3.29 -1.33
O -4.97 1.08 2.16
N 7.42 -0.08 -0.48
N 0.87 -2.71 -3.04
C 2.36 0.54 -1.53
C 7.78 -1.15 -1.48
C 0.56 -3.78 -0.55
C -2.58 1.25 3.23
C -0.70 3.44 -0.63
C 1.59 -1.41 -3.33
C 2.51 -0.18 -0.07
C -5.25 2.13 -0.96
C -5.79 0.12 5.16
C -4.33 2.80 -1.96
C 1.51 -3.48 -1.90
C 8.17 -2.61 -0.84
C -6.88 -0.47 4.28
C 1.14 -0.15 -2.38
H 3.32 0.53 -2.20
H -0.48 3.99 -1.55
H 2.77 -1.53 -3.38
H -6.21 1.88 -1.43
H -2.10 1.46 4.19
H -4.81 1.21 -0.57
H -7.14 0.21 3.47
H -5.63 -0.55 6.02
H 1.28 -1.11 -4.45
H -5.44 2.79 -0.10
H 1.69 0.33 0.64
H -2.25 1.98 2.48
H 6.87 0.68 -0.99
H 6.99 -1.33 -2.33
H -1.05 4.12 0.15
H 8.76 -0.76 -2.04
H -7.78 -0.67 4.86
H 2.29 -1.35 -0.10
H -4.84 3.66 -2.40
H 9.33 -2.81 -0.97
H -6.54 -1.41 3.82
H 0.29 -0.44 -1.62
H 7.54 -3.43 -1.44
H 0.19 2.91 -0.28
H 2.11 1.68 -1.34
H -0.15 -2.57 -2.83
H -6.09 1.09 5.56
H -4.07 2.11 -2.78
H -2.36 0.24 2.89
H 1.11 -3.46 0.44
H 7.95 -2.73 0.30
H 0.71 0.70 -3.09
H 0.29 -4.93 -0.46
H -0.47 -3.21 -0.67

Its charge is 0. The value obtained for the lowest unoccupied orbital energy is 0.215 eV. The orbital gap comes out at 0.349 Eh. As for the spin multiplicity: 1. As for the largest force on an atom: 0.1671 Eh/bohr.

Mulliken atomic charge list, values in e, 8 entries: 1.20 0.66 1.14 -0.47 -0.53 -0.28 -0.66 -0.40

---

Entry 2:
DFT (the ωB97M-V functional and the def2-TZVPD basis) results for a 3-piece molecular cluster, C14H34NO5P overall.

Positions of all 55 atoms, in Å:
P -0.61 -1.53 -0.85
O 2.04 2.16 -1.31
O 3.84 -3.36 -6.62
O -2.35 1.44 4.70
O -3.60 1.94 7.32
O 2.10 -1.72 -4.91
N -0.01 3.15 -1.45
C 0.07 0.89 2.47
C 2.43 -3.46 -6.57
C 4.49 -3.85 -5.47
C -1.84 2.32 5.69
C 0.90 2.06 -1.66
C 1.78 -2.15 -6.22
C -3.52 1.91 4.06
C -0.76 0.41 1.28
C 3.11 -0.73 -4.87
C -0.53 -1.06 0.93
C -4.24 0.68 7.24
C -2.20 1.89 7.09
C 0.39 0.79 -2.32
C 0.77 -0.48 -1.53
H 4.40 -4.94 -5.40
H 2.06 -1.38 -6.95
H -2.20 3.34 5.51
H -3.29 2.77 3.41
H -1.72 2.56 7.81
H 5.55 -3.59 -5.56
H 0.47 -1.37 1.26
H -4.00 0.17 6.30
H -1.82 0.57 1.49
H -1.24 -1.70 1.47
H 3.41 -0.61 -3.82
H -4.28 2.22 4.78
H -0.75 2.34 5.59
H 1.14 0.81 2.24
H -0.64 3.22 -2.25
H -0.61 2.95 -0.65
H 3.99 -1.00 -5.46
H -5.31 0.86 7.29
H -0.14 1.93 2.70
H -3.95 0.04 8.08
H -0.15 0.30 3.36
H 2.08 -3.78 -7.56
H -0.53 1.03 0.40
H 1.38 -1.13 -2.16
H -3.90 1.10 3.45
H -1.67 -0.65 -1.19
H 0.69 -2.27 -6.27
H 0.89 0.76 -3.30
H -0.68 0.85 -2.50
H -1.82 0.87 7.27
H 2.13 -4.23 -5.85
H 1.41 -0.19 -0.69
H 4.09 -3.40 -4.56
H 2.72 0.23 -5.23

Its charge is 0. The value obtained for the lowest unoccupied orbital energy is 0.777 eV. The orbital gap comes out at 0.352 Eh. As for the spin multiplicity: 1. As for the largest force on an atom: 0.0086 Eh/bohr. As for the structure (SMILES): CCCPCCC(N)=O.COCCOC.COCCOC.

Mulliken atomic charge list, values in e, 8 entries: -0.12 -0.49 -0.38 -0.23 -0.37 -0.24 -0.67 -1.35

---

Entry 3:
DFT (the ωB97M-V functional and the def2-TZVPD basis) results for C14H35AgGeP2 as an isolated structure at a distorted geometry.

Positions of all 53 atoms, in Å:
Ag 1.69 0.19 -0.90
Ge -1.25 0.36 -1.05
P 1.95 0.64 1.59
P 4.29 0.20 -1.01
C 1.81 2.39 2.11
C -1.59 -1.56 -1.51
C 5.46 1.19 -2.00
C -4.01 2.06 -0.15
C 1.28 -0.29 3.01
C 3.75 0.26 1.76
C -3.45 -3.16 -2.13
C -3.36 -4.07 -0.91
C 4.62 0.89 0.68
C -1.75 1.27 0.68
C -5.49 2.13 0.19
C -3.09 -1.70 -1.84
C 5.10 -1.43 -0.92
C -3.25 1.28 0.91
H -1.04 1.29 -2.28
H -6.02 2.73 -0.53
H 5.47 0.82 -3.02
H -3.85 -5.02 -1.13
H 0.80 2.58 2.49
H -1.36 2.29 0.64
H 4.46 1.98 0.64
H 1.55 -1.34 2.91
H -3.34 -1.10 -2.72
H -3.70 -1.35 -1.00
H -5.92 1.13 0.20
H -3.60 3.08 -0.23
H -2.82 -3.55 -2.93
H 6.46 1.09 -1.57
H -3.43 1.74 1.89
H 2.52 2.59 2.91
H 3.85 -0.83 1.74
H 4.50 -2.13 -0.35
H 5.21 -1.82 -1.94
H -4.48 -3.16 -2.49
H -3.64 0.26 0.97
H -3.86 -3.64 -0.05
H 5.16 2.23 -2.00
H -2.33 -4.29 -0.64
H -1.26 0.74 1.50
H 6.09 -1.32 -0.47
H 5.68 0.72 0.90
H -0.99 -1.87 -2.37
H -5.61 2.57 1.17
H 4.07 0.60 2.75
H 1.71 0.10 3.93
H 2.00 3.06 1.27
H -1.34 -2.19 -0.65
H 0.20 -0.21 3.06
H -3.86 1.57 -1.13

Its charge is +2. The value obtained for the lowest unoccupied orbital energy is -8.879 eV. The orbital gap comes out at 0.228 Eh. As for the spin multiplicity: 1. As for the largest force on an atom: 0.0199 Eh/bohr.

Mulliken atomic charge list, values in e, 8 entries: -0.41 0.22 0.85 0.75 -1.20 -0.64 -1.10 -0.28

---

Entry 4:
DFT (the ωB97M-V functional and the def2-TZVPD basis) results for a 7-piece molecular cluster, C14H35B2N2O27S6 overall.

Positions of all 86 atoms, in Å:
S -5.98 -1.64 5.40
S 0.48 -2.09 6.31
S 6.07 -0.71 -0.28
S -3.72 2.07 1.06
S 4.29 -1.41 -5.16
S -5.17 2.80 -5.50
O 6.70 -1.47 0.73
O 5.55 -0.97 -5.61
O -5.46 1.77 -4.31
O 1.77 -1.62 5.98
O -4.69 4.02 -4.58
O 3.57 2.80 -2.63
O 0.28 -1.99 7.89
O 4.04 -2.92 -5.55
O -0.72 1.62 -3.28
O 0.42 -3.67 6.20
O -4.44 3.24 1.35
O 4.32 -1.59 -3.59
O -0.67 -1.56 5.66
O 3.11 -0.66 -5.49
O -4.04 2.36 -6.24
O -4.67 -1.59 4.48
O 3.77 2.07 -4.85
O -2.33 2.12 0.78
O -3.99 0.95 2.16
O -6.92 -0.68 4.93
O -5.30 -1.07 6.72
O -4.42 1.32 -0.17
O 6.17 0.84 0.05
O -6.33 -2.99 5.58
O -6.39 3.12 -6.13
O 4.74 -0.99 -0.69
O 7.00 -0.71 -1.57
N 1.48 2.54 -4.02
N 1.15 1.48 -1.71
C -3.87 -1.14 6.61
C -4.84 2.23 -3.11
C -4.94 3.74 -3.19
C 4.35 -3.76 -4.41
C -5.01 0.04 1.68
C 0.60 -4.26 7.50
C 0.18 1.49 -0.60
C 1.99 0.25 -1.78
C -3.60 -0.88 5.14
C -0.06 -3.27 8.44
C 7.18 1.46 -0.77
C -4.77 -0.03 0.19
C 3.92 -2.92 -3.22
C 7.19 0.64 -2.04
B 3.03 2.45 -3.80
B 0.57 1.80 -2.96
H 1.81 -0.33 -2.69
H -5.94 4.09 -2.93
H -4.20 4.25 -2.59
H -5.64 -0.35 -0.37
H 0.14 -5.24 7.52
H 8.12 0.70 -2.58
H -3.53 -2.13 6.91
H -0.95 1.65 -4.20
H -3.42 -0.38 7.25
H 4.42 -3.20 -2.30
H 6.92 2.50 -0.93
H -3.80 1.90 -3.10
H -5.36 1.83 -2.25
H 8.13 1.41 -0.24
H -2.64 -1.27 4.83
H -0.25 2.48 -0.52
H 2.95 2.99 -1.92
H -3.68 0.18 4.90
H -5.99 0.46 1.91
H 0.71 1.26 0.32
H 3.04 0.50 -1.78
H -3.92 -0.68 -0.05
H 1.67 -4.35 7.70
H -4.90 -0.92 2.18
H -1.15 -3.37 8.43
H 3.79 -4.69 -4.50
H 1.20 3.52 -3.99
H 6.36 0.90 -2.70
H 5.42 -3.97 -4.41
H 2.84 -2.94 -3.08
H 1.27 2.24 -4.97
H 1.82 -0.38 -0.91
H -0.63 0.78 -0.74
H 0.30 -3.33 9.46
H 3.51 1.24 -5.29

Its charge is +1. The value obtained for the lowest unoccupied orbital energy is -3.063 eV. The orbital gap comes out at 0.358 Eh. As for the spin multiplicity: 1. As for the largest force on an atom: 0.0186 Eh/bohr.

Mulliken atomic charge list, values in e, 8 entries: 1.13 1.00 1.03 0.80 1.19 1.11 -0.58 -0.59

---

Entry 5:
DFT (the ωB97M-V functional and the def2-TZVPD basis) results for a 2-piece molecular cluster, C14H35FN3P2 overall.

Positions of all 55 atoms, in Å:
P -2.72 -2.02 3.46
P -2.20 -3.35 1.79
F 1.39 -1.75 2.09
N 0.72 2.62 -1.28
N -2.41 -4.93 2.47
N -4.25 -1.67 3.52
C 3.32 0.03 -1.57
C 0.50 4.06 -0.82
C -0.37 -3.23 1.53
C 0.04 2.64 -2.62
C 1.32 -3.74 3.35
C -1.24 3.45 -2.42
C -0.21 -0.55 -1.54
C 0.02 1.75 -0.27
C -1.72 -0.51 -1.80
C 0.49 -2.69 2.66
C -0.88 4.49 -1.34
C 2.74 1.27 -2.27
C 0.21 0.24 -0.30
C 2.21 2.39 -1.37
H -0.15 1.63 -2.97
H 0.72 3.14 -3.31
H 4.13 -0.38 -2.16
H 2.57 2.31 -0.35
H -2.25 -2.60 4.66
H -0.22 -2.59 0.67
H -0.37 -0.13 0.54
H -1.57 3.90 -3.35
H -1.62 4.51 -0.55
H -2.77 -4.91 3.42
H 2.01 0.97 -3.02
H -4.75 -2.12 2.76
H 2.59 -0.77 -1.46
H 2.60 3.33 -1.77
H 3.72 0.28 -0.59
H -1.56 -5.48 2.43
H -2.11 0.51 -1.85
H 0.00 -4.21 1.27
H -1.88 -0.90 3.29
H 0.77 -4.66 3.50
H -2.26 -1.03 -1.01
H 0.60 4.10 0.26
H 1.24 0.01 -0.04
H -0.06 -2.11 3.40
H 0.39 2.10 0.70
H 2.20 -3.90 2.74
H 3.55 1.71 -2.84
H -1.96 -1.00 -2.74
H -2.04 2.80 -2.07
H 0.09 -1.59 -1.38
H -1.04 2.01 -0.31
H 1.28 4.66 -1.27
H -0.82 5.49 -1.75
H 0.33 -0.23 -2.43
H 1.67 -3.36 4.30

Its charge is +1. The value obtained for the lowest unoccupied orbital energy is -2.284 eV. The orbital gap comes out at 0.308 Eh. As for the spin multiplicity: 1. As for the largest force on an atom: 0.0190 Eh/bohr.

Mulliken atomic charge list, values in e, 8 entries: 0.21 0.05 -0.36 0.28 -0.60 -0.72 -1.21 -0.64

---

Entry 6:
DFT (the ωB97M-V functional and the def2-TZVPD basis) results for a 3-piece molecular cluster, C14H35FNO6S overall at a distorted geometry.

Positions of all 58 atoms, in Å:
S -1.19 4.98 -1.76
F 0.84 5.94 -0.20
O -0.19 2.01 1.96
O 0.11 -4.67 -3.24
O -2.49 0.14 2.77
O 0.05 -1.71 -2.41
O 0.43 -3.89 -0.32
O 0.28 -0.22 3.98
N 0.31 5.62 -2.48
C -0.78 -4.21 -1.01
C 0.47 -0.26 2.57
C -3.05 -1.04 2.23
C 1.43 -3.16 -1.01
C 0.87 1.06 1.92
C 1.06 -1.73 -1.41
C -0.98 -0.77 -2.16
C 2.55 4.86 -1.58
C 1.40 5.93 -1.47
C -0.65 -5.20 -2.16
C -2.20 0.06 4.17
C 0.22 3.31 2.34
C 1.11 -5.55 -3.72
C -0.80 0.56 4.49
H 0.75 -1.18 -0.52
H 0.59 3.86 1.47
H 2.28 -3.10 -0.32
H 0.59 4.91 -3.17
H -0.21 -6.13 -1.78
H -1.43 -4.67 -0.26
H 2.35 4.05 -2.33
H -0.81 4.02 -0.84
H -2.81 -1.07 1.17
H -1.87 -1.10 -2.70
H 1.10 0.87 0.86
H 1.80 6.96 -1.65
H -0.65 3.83 2.75
H 1.90 -4.94 -4.17
H 2.63 4.35 -0.58
H -0.68 1.61 4.22
H -0.69 0.53 5.58
H 0.10 6.47 -3.02
H -1.65 -5.42 -2.55
H 0.99 3.28 3.13
H 1.77 1.44 2.40
H 1.95 -1.24 -1.83
H 1.56 -6.14 -2.92
H 3.52 5.34 -1.89
H 0.69 -6.20 -4.49
H 1.29 -0.97 2.41
H -1.29 -3.30 -1.32
H -4.14 -1.02 2.34
H -2.31 -0.96 4.54
H 1.78 -3.72 -1.88
H -2.93 0.69 4.68
H -2.64 -1.94 2.70
H -1.23 -0.72 -1.09
H -0.69 0.22 -2.52
H -0.41 -0.69 2.08

Its charge is +1. The value obtained for the lowest unoccupied orbital energy is -4.316 eV. The orbital gap comes out at 0.235 Eh. As for the spin multiplicity: 1. As for the largest force on an atom: 0.0425 Eh/bohr.

Mulliken atomic charge list, values in e, 8 entries: 0.01 -0.23 -0.20 -0.30 -0.27 -0.31 -0.48 -0.50